Here is a structure of composition C12H12NO4SbSe4SiW from the OMol25 dataset. Energies are from ωB97M-V/def2-TZVPD.

Structure (XYZ):
```
36
C12H12NO4SbSe4SiW ωB97M-V/def2-TZVPD
Si 3.4334 0.0645 -3.0643
C 2.1456 -0.2926 -1.7358
H -2.4617 -3.5845 1.2027
H 4.1262 -2.3142 -2.9356
O 1.0377 1.0457 1.2647
H 3.5304 2.5323 -2.8394
Sb -1.1417 3.1293 -1.6490
O -2.5101 -2.5799 -1.3313
W -0.0042 0.6367 -0.4774
C 0.9401 0.3109 2.3607
O 1.5143 0.5249 3.3919
Se -2.0628 1.7303 0.3499
H 0.0493 -1.6528 4.1519
C -1.4054 -1.8342 0.6307
C -0.3974 -1.7291 3.1712
Se -0.5788 1.2782 -3.0919
Se -2.2603 5.1656 -1.8294
H 3.3621 0.0791 -5.5189
N -0.5824 -0.8557 0.9879
H 4.6398 1.7546 -1.7020
C -1.7914 -2.8052 1.5352
H 5.1129 -1.3137 -1.8668
H 1.9360 0.8874 -4.8556
C 1.4723 -0.7588 -0.8105
C -1.2860 -2.7394 2.8268
C -1.7723 -1.7809 -0.8228
C -0.0625 -0.7971 2.2087
H 2.0236 -0.8800 -4.8849
H -1.5687 -3.4852 3.5572
H 5.0641 1.8650 -3.4128
Se 1.1700 2.8980 -0.8005
C 4.2384 1.7128 -2.7153
H 5.4165 -1.3133 -3.6076
O -1.2187 -0.7536 -1.4429
C 4.6358 -1.3541 -2.8464
C 2.6019 0.0325 -4.7368
```

The molar mass is 883.76 g/mol. The calculation puts the strongest force on any atom at 0.91 eV/A. The calculation puts the LUMO energy at -0.10140 Ha. Its relative energy (zero: lowest compared OMol25 entry of this formula, charge and spin) is 13.5 kcal/mol. For the highest occupied orbital energy, the calculation gives -8.33 eV.

Löwdin population analysis, charges in e, atoms 1 to 2: 0.45, -0.22